C4H8N2OP | ωB97M-V with the def2-TZVPD basis set

Bonds (Å) are listed after each position.
CARTESIAN COORDINATES (ANGSTROEM)
1 P -0.326 -3.561 -1.771  C7 1.688
2 O 0.704 1.127 -0.918  C6 1.324, H16 0.996
3 N -0.410 -0.784 0.833  C5 1.411, C8 1.425, H11 1.020
4 N -0.314 2.878 0.123  C6 1.363, H9 0.960, H13 0.980
5 C -0.741 0.587 0.836  N3 1.411, C6 1.386, H12 1.028
6 C -0.102 1.534 0.052  O2 1.324, N4 1.363, C5 1.386
7 C 0.232 -2.933 -0.307  P1 1.688, C8 1.565, H15 1.119
8 C 0.396 -1.383 -0.179  N3 1.425, C7 1.565, H10 1.047, H14 1.149
9 H -0.834 3.529 0.601  N4 0.960
10 H 0.330 -0.969 -1.139  C8 1.047
11 H -0.792 -1.463 1.492  N3 1.020
12 H -1.393 0.907 1.565  C5 1.028
13 H 0.409 3.380 -0.308  N4 0.980
14 H 1.492 -1.184 0.108  C8 1.149
15 H 0.572 -3.572 0.546  C7 1.119
16 H 0.776 1.906 -1.534  O2 0.996

Calculated values
charge: +1
relative energy (zero: lowest compared OMol25 entry of this formula, charge and spin): 0.0000 eV
multiplicity: 3
HOMO energy (alpha / beta): -11.54 / -12.99 eV